# 1
This record from the Open Molecules 2025 dataset describes a cluster of 2 separate species, C5H11INS in total. The level of theory is ωB97M-V/def2-TZVPD.

```
! wB97M-V def2-TZVPD RIJCOSX def2/J DEFGRID3
* xyz 1 1
C 0.38 -0.06 0.17
C 3.05 -1.53 -0.08
C -2.82 -0.08 -0.12
C -0.55 0.98 -0.20
C 2.73 -0.47 -0.99
N -1.93 0.92 0.48
S 0.28 -1.20 1.29
I 1.94 -0.83 -2.88
H 3.19 -2.50 -0.56
H 3.89 -1.28 0.56
H 2.18 -1.70 0.64
H -3.76 -0.13 0.42
H -3.03 0.18 -1.16
H -2.35 -1.06 -0.10
H -0.72 0.96 -1.28
H -0.10 1.94 0.05
H 3.02 0.55 -0.81
H -2.38 1.84 0.46
H -1.75 0.66 1.46
*
```

The energy above the lowest of the compared OMol25 structures with the same formula, charge and spin is 273.3 kJ/mol. Its HOMO energy (spin up / spin down) is -11.14 / -11.16 eV.

# 2
This record from the Open Molecules 2025 dataset describes an isolated molecule of C5H11IO2. The level of theory is ωB97M-V/def2-TZVPD.

```
! wB97M-V def2-TZVPD RIJCOSX def2/J DEFGRID3
* xyz 0 1
C 1.72 0.06 -1.12
C 0.47 0.74 -0.65
C -0.48 -0.17 0.16
C 0.22 -0.98 1.26
C -1.70 0.61 0.62
O -2.31 1.40 -0.34
O -2.71 -0.06 1.23
I -1.05 2.13 2.23
H 1.69 -0.96 -1.15
H 2.01 0.58 -2.09
H 2.43 0.33 -0.40
H 0.72 1.41 0.10
H -0.02 1.27 -1.57
H -1.02 -0.91 -0.44
H 0.99 -0.32 1.70
H 0.71 -1.87 0.86
H -0.57 -1.06 1.92
H -3.00 1.79 0.13
H -2.99 -0.81 0.69
*
```

The energy above the lowest of the compared OMol25 structures with the same formula, charge and spin is 0.0 kJ/mol. Its HOMO energy is -9.21 eV. The structure (SMILES) is CC[C@@H](C)C(O)(O)I.

# 3
This record from the Open Molecules 2025 dataset describes a structure of composition C5H11MgO4Sn. The level of theory is ωB97M-V/def2-TZVPD.

```
! wB97M-V def2-TZVPD RIJCOSX def2/J DEFGRID3
* xyz 0 2
O 2.11 -0.39 0.76
C 1.78 -1.75 0.76
C 0.80 -2.15 -0.34
O -0.46 -1.52 -0.30
C -0.62 -0.33 -1.11
C -1.78 0.44 -0.54
O -1.27 1.25 0.56
C -2.19 2.10 1.20
Mg 0.74 0.93 0.19
H 1.37 -2.05 1.74
H 2.69 -2.37 0.63
H 0.63 -3.24 -0.28
H 1.27 -1.93 -1.31
H -0.83 -0.59 -2.16
H -2.58 -0.20 -0.11
H -2.22 1.12 -1.29
H -1.63 2.69 1.94
H -2.66 2.78 0.47
H -2.96 1.50 1.70
Sn 3.47 0.82 0.38
O 2.24 1.51 -0.93
H 2.10 1.38 -1.99
*
```

Its HOMO energy (spin up / spin down) is -5.47 / -7.14 eV.

# 4
This record from the Open Molecules 2025 dataset describes a cluster of 2 separate species, C5H11N in total. The level of theory is ωB97M-V/def2-TZVPD.

```
! wB97M-V def2-TZVPD RIJCOSX def2/J DEFGRID3
* xyz 0 1
C -1.98 0.39 -1.09
C -1.36 0.10 0.24
N -0.55 -0.89 0.41
C 0.34 -1.72 -0.37
C 0.30 -1.66 1.11
C 1.87 1.33 0.60
H -1.93 1.46 -1.33
H -1.47 -0.16 -1.89
H -3.04 0.10 -1.11
H 0.84 1.14 0.29
H -1.62 0.69 1.11
H -0.10 -2.58 -0.88
H 1.04 -1.13 -0.98
H 1.05 -1.23 1.77
H 2.52 0.54 0.20
H 1.93 1.32 1.69
H 2.19 2.30 0.22
*
```

The energy above the lowest of the compared OMol25 structures with the same formula, charge and spin is 380.7 kJ/mol. Its HOMO energy (spin up / spin down) is -7.14 / -7.14 eV.

# 5
This record from the Open Molecules 2025 dataset describes an isolated molecule of C5H11N. The level of theory is ωB97M-V/def2-TZVPD.

```
! wB97M-V def2-TZVPD RIJCOSX def2/J DEFGRID3
* xyz 0 1
C -0.72 2.31 0.98
C 0.21 1.10 0.95
C -0.23 0.11 -0.10
N 0.55 -1.13 -0.04
C -0.14 -2.17 -0.75
C 1.23 -1.79 -1.15
H -0.81 2.77 -0.01
H -0.37 3.07 1.68
H -1.73 2.01 1.30
H 1.25 1.41 0.75
H 0.21 0.58 1.91
H -0.28 0.55 -1.11
H -1.26 -0.19 0.15
H -0.37 -3.04 -0.15
H -0.93 -1.82 -1.42
H 2.04 -2.45 -0.85
H 1.36 -1.31 -2.13
*
```

The energy above the lowest of the compared OMol25 structures with the same formula, charge and spin is 153.2 kJ/mol. Its HOMO energy is -9.08 eV. The structure (SMILES) is CCCN1CC1.

# 6
This record from the Open Molecules 2025 dataset describes an isolated molecule of C5H11N. The level of theory is ωB97M-V/def2-TZVPD.

```
! wB97M-V def2-TZVPD RIJCOSX def2/J DEFGRID3
* xyz 0 1
C 0.49 -0.45 2.05
C 1.34 -0.27 0.80
N 0.55 0.11 -0.34
C 0.54 0.98 -1.44
C -0.72 0.61 -0.69
C -1.67 -0.44 -1.19
H 1.00 -1.10 2.77
H 0.28 0.51 2.55
H -0.47 -0.92 1.81
H 2.16 0.43 0.98
H 1.79 -1.23 0.54
H 0.88 2.02 -1.38
H 0.72 0.50 -2.41
H -1.17 1.44 -0.12
H -2.54 -0.03 -1.71
H -2.03 -1.05 -0.35
H -1.15 -1.13 -1.87
*
```

The energy above the lowest of the compared OMol25 structures with the same formula, charge and spin is 177.1 kJ/mol. Its HOMO energy is -8.07 eV. The structure (SMILES) is CCN1C[C@H]1C.

# 7
This record from the Open Molecules 2025 dataset describes an isolated molecule of C5H11N. The level of theory is ωB97M-V/def2-TZVPD.

```
! wB97M-V def2-TZVPD RIJCOSX def2/J DEFGRID3
* xyz 0 1
C 1.73 0.49 -0.67
N 1.19 -0.39 0.33
C 0.55 0.15 1.52
C -0.22 -0.36 0.33
C -0.96 0.96 -0.72
C -1.09 -1.60 0.18
H 1.97 -0.10 -1.57
H 0.83 1.12 -0.89
H 2.62 1.01 -0.31
H 0.42 1.23 1.65
H 0.84 -0.37 2.44
H -1.80 1.17 -0.09
H -1.27 0.46 -1.65
H -0.70 1.99 -1.10
H -2.08 -1.40 0.61
H -1.22 -1.80 -0.89
H -0.72 -2.53 0.64
*
```

The energy above the lowest of the compared OMol25 structures with the same formula, charge and spin is 318.2 kJ/mol. Its HOMO energy is -9.06 eV. The structure (SMILES) is CN1CC1(C)C.

# 8
This record from the Open Molecules 2025 dataset describes an isolated molecule of C5H11N. The level of theory is ωB97M-V/def2-TZVPD.

```
! wB97M-V def2-TZVPD RIJCOSX def2/J DEFGRID3
* xyz 0 1
C 0.40 -0.02 2.13
C 0.29 1.07 1.07
N 0.49 0.53 -0.27
C -0.36 1.03 -1.34
C -0.51 -0.36 -0.84
C 0.02 -1.57 -1.56
H 0.60 0.41 3.11
H -0.52 -0.61 2.20
H 1.22 -0.71 1.89
H -0.67 1.60 1.18
H 1.08 1.82 1.21
H -1.15 1.74 -1.07
H 0.12 1.26 -2.29
H -1.41 -0.55 -0.24
H -0.72 -2.01 -2.23
H 0.35 -2.32 -0.83
H 0.90 -1.27 -2.15
*
```

The energy above the lowest of the compared OMol25 structures with the same formula, charge and spin is 111.3 kJ/mol. Its HOMO energy is -9.01 eV. The structure (SMILES) is CCN1C[C@H]1C.

# 9
This record from the Open Molecules 2025 dataset describes a structure of composition C5H11N. The level of theory is ωB97M-V/def2-TZVPD.

```
! wB97M-V def2-TZVPD RIJCOSX def2/J DEFGRID3
* xyz 0 1
C 1.67 0.76 -0.44
C 0.25 1.34 -0.30
C -0.93 0.31 -0.04
C -0.73 -0.62 1.17
C -0.42 -1.64 0.20
H 2.30 1.63 -0.67
H 1.82 0.24 0.53
H 1.75 0.06 -1.36
H 0.07 2.07 -1.14
H 0.21 2.00 0.67
H -1.88 0.83 0.01
H -1.79 -0.63 1.64
H -0.04 -0.27 2.03
H -0.91 -2.63 0.37
H 0.72 -1.73 -0.01
H -0.98 -0.85 -1.85
N -1.12 -0.90 -0.81
*
```

The energy above the lowest of the compared OMol25 structures with the same formula, charge and spin is 213.2 kJ/mol. Its HOMO energy is -8.49 eV.

# 10
This record from the Open Molecules 2025 dataset describes an isolated molecule of C5H11N. The level of theory is ωB97M-V/def2-TZVPD.

```
! wB97M-V def2-TZVPD RIJCOSX def2/J DEFGRID3
* xyz 0 1
C 1.39 1.29 0.38
C 0.06 0.56 0.35
C -1.04 1.20 1.15
C -0.08 -0.57 -0.35
C -1.34 -1.42 -0.31
N 0.91 -1.11 -1.19
H 1.78 1.40 -0.63
H 2.11 0.74 0.99
H 1.26 2.26 0.86
H -0.67 1.37 2.17
H -1.94 0.60 1.28
H -1.26 2.19 0.75
H -1.81 -1.40 0.68
H -2.13 -1.08 -0.98
H -1.08 -2.45 -0.49
H 1.85 -0.76 -1.05
H 0.86 -2.11 -1.27
*
```

The energy above the lowest of the compared OMol25 structures with the same formula, charge and spin is 35.0 kJ/mol. Its HOMO energy is -7.54 eV. The structure (SMILES) is CC(C)=C(C)N.

# 11
This record from the Open Molecules 2025 dataset describes an isolated molecule of C5H11N. The level of theory is ωB97M-V/def2-TZVPD.

```
! wB97M-V def2-TZVPD RIJCOSX def2/J DEFGRID3
* xyz 0 1
C -2.06 -0.09 -0.34
C -0.83 -0.01 0.67
C 0.53 0.29 0.13
N 0.61 1.74 -0.30
C 1.68 -0.58 0.52
C 1.03 -0.77 -0.84
H -2.37 0.91 -0.74
H -2.92 -0.65 0.04
H -1.68 -0.87 -1.09
H -0.81 -1.09 1.10
H -1.27 0.60 1.50
H 1.65 1.93 -0.55
H 0.37 2.24 0.66
H 2.59 -0.08 0.62
H 1.25 -1.33 1.31
H 1.69 -0.49 -1.67
H 0.54 -1.75 -1.01
*
```

The energy above the lowest of the compared OMol25 structures with the same formula, charge and spin is 207.2 kJ/mol. Its HOMO energy is -9.09 eV. The structure (SMILES) is CCC1(N)CC1.

# 12
This record from the Open Molecules 2025 dataset describes an isolated molecule of C5H11N. The level of theory is ωB97M-V/def2-TZVPD.

```
! wB97M-V def2-TZVPD RIJCOSX def2/J DEFGRID3
* xyz 0 1
C 0.57 0.14 -1.78
C 0.39 -0.23 -0.52
C -0.58 -1.28 -0.07
C -1.86 -0.69 0.52
C 1.07 0.46 0.64
N 1.69 1.70 0.30
H 1.34 0.84 -2.09
H 0.04 -0.29 -2.61
H -0.16 -1.90 0.69
H -0.92 -1.96 -0.87
H -2.57 -1.49 0.72
H -2.36 0.03 -0.15
H -1.72 -0.08 1.43
H 0.27 0.54 1.45
H 1.73 -0.25 1.14
H 2.12 2.07 1.17
H 0.96 2.39 0.04
*
```

The energy above the lowest of the compared OMol25 structures with the same formula, charge and spin is 86.1 kJ/mol. Its HOMO energy is -9.03 eV. The structure (SMILES) is C=C(CC)CN.